Record 1
Density functional theory data (ωB97M-V with the def2-TZVPD basis set) for a single C24H28N6O2S molecule in a non-equilibrium geometry.

Cartesian coordinates (Å):
C -5.329 -1.913 -0.156
C -4.269 -0.916 0.199
C -3.158 -1.305 0.916
C -2.148 -0.399 1.257
C -0.979 -0.760 1.990
C -0.003 0.132 2.264
C 1.269 -0.245 2.981
N 2.348 -0.391 2.024
C 2.839 -1.733 1.769
C 2.420 -2.222 0.417
C 3.150 -2.262 -0.728
C 2.432 -2.773 -1.833
C 1.162 -3.120 -1.510
S 0.818 -2.823 0.147
C 3.371 0.632 2.079
C 4.092 0.692 0.785
N 5.249 0.128 0.515
N 5.517 0.401 -0.755
N 4.598 1.099 -1.277
N 3.668 1.314 -0.342
C 2.493 2.084 -0.619
C 1.573 1.354 -1.597
C 0.475 2.259 -2.185
C -0.687 1.286 -2.430
C -0.191 -0.028 -1.794
O 0.873 0.318 -0.940
C -0.119 1.512 1.819
O 0.716 2.390 2.002
N -1.284 1.820 1.161
C -2.281 0.939 0.848
C -3.410 1.336 0.132
C -4.399 0.430 -0.196
C -5.600 0.877 -0.970
H -6.288 -1.623 0.272
H -5.454 -1.975 -1.236
H -5.068 -2.899 0.219
H -3.048 -2.334 1.224
H -0.885 -1.786 2.319
H 1.109 -1.181 3.528
H 1.513 0.541 3.705
H 3.935 -1.736 1.807
H 2.468 -2.427 2.535
H 4.179 -1.953 -0.786
H 2.850 -2.876 -2.819
H 0.399 -3.535 -2.139
H 2.881 1.590 2.265
H 4.118 0.442 2.870
H 2.808 3.027 -1.075
H 1.965 2.275 0.317
H 2.184 0.928 -2.411
H 0.810 2.754 -3.094
H 0.203 3.019 -1.452
H -1.603 1.625 -1.949
H -0.887 1.150 -3.491
H 0.170 -0.713 -2.575
H -0.946 -0.537 -1.196
H -1.379 2.784 0.861
H -3.508 2.371 -0.166
H -5.673 0.332 -1.910
H -5.546 1.940 -1.188
H -6.511 0.684 -0.406

## Properties
HOMO-LUMO gap   8.49 eV
Calculated total energy   -49213.28676 eV
Highest occupied orbital energy   -0.3051 Eh
E_LUMO   0.19 eV
SMILES string   Cc1cc2cc(CN(Cc3cccs3)Cc3nnnn3C[C@@H]3CCCO3)c(=O)[nH]c2cc1C

Need the Mulliken charges? In units of e they are:
1. C -1.633
2. C 0.715
3. C -0.491
4. C 0.451
5. C -0.378
6. C 0.831
7. C -2.039
8. N 0.592
9. C -1.620
10. C 0.568
11. C -0.427
12. C -0.582
13. C -0.454
14. S -0.144
15. C -0.927
16. C 0.280
17. N -0.313
18. N -0.636
19. N -0.516
20. N 0.958
21. C -1.157
22. C -0.071
23. C -0.969
24. C -0.262
25. C -0.645
26. O 0.251
27. C 0.050
28. O -0.806
29. N 0.188
30. C -0.402
31. C -1.000
32. C 1.194
33. C -1.719
34. H 0.342
35. H 0.334
36. H 0.404
37. H 0.376
38. H 0.601
39. H 0.477
40. H 0.501
41. H 0.558
42. H 0.534
43. H 0.498
44. H 0.434
45. H 0.516
46. H 0.628
47. H 0.383
48. H 0.335
49. H 0.158
50. H 0.612
51. H 0.355
52. H 0.350
53. H -0.112
54. H 0.436
55. H 0.472
56. H 0.200
57. H 0.295
58. H 0.328
59. H 0.335
60. H 0.399
61. H 0.362

Record 2
Density functional theory data (ωB97M-V with the def2-TZVPD basis set) for a molecular structure, C24H28N6Ru.

Cartesian coordinates (Å):
Ru 0.851 -0.470 0.451
C 3.561 -0.960 1.605
N 2.140 -1.376 1.864
C 2.010 -2.864 1.716
C 0.645 -3.239 1.229
C 0.069 -4.473 1.423
C -1.122 -4.774 0.769
C -1.699 -3.830 -0.068
C -1.088 -2.602 -0.208
N 0.062 -2.314 0.432
C 1.710 -0.929 3.230
C 0.320 -0.365 3.252
C -0.329 -0.085 4.439
C -1.606 0.453 4.401
C -2.208 0.693 3.171
C -1.510 0.405 2.022
N -0.263 -0.107 2.067
C 3.639 0.319 0.828
C 4.743 1.139 0.868
C 4.820 2.211 -0.016
C 3.785 2.430 -0.915
C 2.690 1.595 -0.881
N 2.611 0.554 -0.026
H 4.038 -1.731 0.999
H 4.124 -0.901 2.536
H 2.284 -3.379 2.637
H 2.712 -3.183 0.945
H 0.552 -5.201 2.061
H -1.587 -5.741 0.910
H -2.616 -4.035 -0.601
H -1.501 -1.822 -0.830
H 2.406 -0.171 3.591
H 1.769 -1.768 3.926
H 0.161 -0.290 5.382
H -2.129 0.679 5.322
H -3.207 1.100 3.103
H -1.925 0.573 1.040
H 5.546 0.936 1.564
H 5.684 2.862 -0.006
H 3.818 3.245 -1.623
H 1.847 1.741 -1.539
N -0.337 0.466 -0.915
C -0.954 1.096 -1.681
N -1.624 1.769 -2.536
C -1.257 1.767 -3.987
C -2.486 1.459 -4.825
C -3.644 2.391 -4.476
C -3.983 2.309 -2.990
C -2.772 2.636 -2.134
H -0.466 1.032 -4.132
H -0.864 2.760 -4.214
H -2.779 0.416 -4.671
H -2.208 1.563 -5.874
H -4.518 2.129 -5.069
H -3.384 3.420 -4.740
H -4.347 1.308 -2.741
H -4.776 3.012 -2.734
H -2.959 2.477 -1.072
H -2.453 3.670 -2.278

## Properties
HOMO-LUMO gap (alpha / beta)   7.25 / 6.67 eV
Multiplicity   2
Calculated total energy   -36840.62472 eV
Highest occupied orbital energy (alpha / beta)   -0.6490 / -0.6478 Eh
E_LUMO (alpha / beta)   -10.41 / -10.96 eV
Total charge   +3
<S²>   0.756

Need the Mulliken charges? In units of e they are:
1. Ru 0.315
2. C -1.126
3. N 0.696
4. C -1.189
5. C 0.946
6. C -0.970
7. C -0.258
8. C -0.903
9. C -0.023
10. N 0.262
11. C -1.126
12. C 0.664
13. C -1.068
14. C -0.295
15. C -0.900
16. C -0.090
17. N 0.394
18. C 0.839
19. C -0.817
20. C -0.269
21. C -0.802
22. C -0.001
23. N 0.067
24. H 0.429
25. H 0.404
26. H 0.335
27. H 0.484
28. H 0.466
29. H 0.472
30. H 0.459
31. H 0.391
32. H 0.572
33. H 0.467
34. H 0.508
35. H 0.467
36. H 0.470
37. H 0.329
38. H 0.454
39. H 0.474
40. H 0.446
41. H 0.371
42. N -0.337
43. C 0.620
44. N 0.064
45. C -0.727
46. C -0.636
47. C -0.680
48. C -0.556
49. C -0.630
50. H 0.507
51. H 0.348
52. H 0.299
53. H 0.353
54. H 0.325
55. H 0.333
56. H 0.294
57. H 0.354
58. H 0.424
59. H 0.302

Record 3
Density functional theory data (ωB97M-V with the def2-TZVPD basis set) for a molecular structure, C24H29BIMgN10O5.

Cartesian coordinates (Å):
Mg -0.338 0.838 0.155
C 1.558 2.714 -2.202
C 2.329 1.829 -1.282
C 3.727 1.816 -1.113
C 3.968 0.833 -0.183
N 2.782 0.309 0.178
N 1.777 0.906 -0.501
B 2.557 -0.820 1.174
N 1.939 -2.062 0.472
C 1.638 -3.230 1.070
C 1.063 -4.054 0.127
C 1.038 -3.276 -1.048
C 0.480 -3.632 -2.390
N 1.574 -2.085 -0.823
N 1.638 -0.372 2.324
C 1.744 -0.707 3.622
C 0.681 -0.150 4.293
C -0.063 0.520 3.303
C -1.317 1.305 3.501
N 0.523 0.363 2.118
N 3.935 -1.262 1.733
C 4.722 -2.240 1.236
C 5.935 -2.175 1.883
C 5.798 -1.092 2.776
C 6.811 -0.538 3.726
N 4.595 -0.550 2.670
H 2.187 3.544 -2.524
H 0.682 3.105 -1.689
H 1.227 2.169 -3.088
H 4.453 2.447 -1.597
H 4.896 0.497 0.248
H 1.851 -3.393 2.114
H 0.700 -5.060 0.260
H 0.460 -4.713 -2.521
H 1.081 -3.187 -3.182
H -0.538 -3.251 -2.499
H 2.579 -1.278 3.989
H 0.475 -0.201 5.349
H -1.661 1.204 4.530
H -2.096 0.972 2.817
H -1.149 2.361 3.285
H 4.372 -2.902 0.462
H 6.794 -2.810 1.739
H 7.604 -1.263 3.909
H 6.344 -0.277 4.676
H 7.264 0.370 3.321
O -3.728 2.831 0.800
C -2.591 2.406 0.645
O -2.266 1.162 0.522
C -1.352 3.374 0.607
O -1.493 4.576 0.796
O -0.243 2.759 0.396
I -2.550 -0.117 -6.504
C -1.277 0.259 -4.166
C -0.219 -0.560 -3.846
N 0.087 -0.362 -2.538
N -0.731 0.537 -1.975
C -1.556 0.920 -2.954
H 0.340 -1.254 -4.455
H 0.795 -0.812 -1.965
H -2.324 1.648 -2.744
C -1.585 -3.208 1.675
O -0.829 -2.060 1.247
C -1.110 -1.350 0.193
C -2.321 -1.696 -0.582
H -2.585 -2.911 1.990
H -1.035 -3.619 2.517
H -1.649 -3.955 0.885
H -2.853 -2.613 -0.320
H -2.087 -1.690 -1.650
H -2.963 -0.818 -0.422

## Properties
HOMO-LUMO gap (alpha / beta)   4.76 / 6.41 eV
Multiplicity   2
Calculated total energy   -64725.34816 eV
Highest occupied orbital energy (alpha / beta)   -0.0320 / -0.0929 Eh
E_LUMO (alpha / beta)   3.88 / 3.88 eV
Total charge   -2
<S²>   0.758

Need the Mulliken charges? In units of e they are:
1. Mg 4.867
2. C -1.365
3. C 0.512
4. C -1.592
5. C -0.104
6. N -0.191
7. N 0.146
8. B -1.287
9. N 2.619
10. C -0.666
11. C -1.642
12. C 0.990
13. C -1.484
14. N -1.101
15. N 1.452
16. C -0.013
17. C -1.864
18. C 0.811
19. C -1.399
20. N -0.876
21. N 0.671
22. C -0.333
23. C -1.179
24. C 0.733
25. C -1.293
26. N -1.284
27. H 0.408
28. H 0.125
29. H 0.119
30. H 0.476
31. H 0.392
32. H 0.625
33. H 0.432
34. H 0.453
35. H 0.280
36. H 0.207
37. H 0.538
38. H 0.419
39. H 0.374
40. H 0.258
41. H 0.210
42. H 0.492
43. H 0.400
44. H 0.346
45. H 0.329
46. H 0.240
47. O -0.779
48. C 0.451
49. O -0.931
50. C 0.579
51. O -0.790
52. O -1.009
53. I -0.605
54. C -1.199
55. C -0.287
56. N 0.689
57. N -0.171
58. C -0.480
59. H 0.399
60. H -0.134
61. H 0.447
62. C -1.257
63. O 0.335
64. C 0.275
65. C -1.782
66. H 0.368
67. H 0.195
68. H 0.420
69. H 0.649
70. H 0.139
71. H 0.230

Record 4
Density functional theory data (ωB97M-V with the def2-TZVPD basis set) for a molecular structure, C24H29BeN3OSi.

Cartesian coordinates (Å):
Be 0.049 -0.232 0.304
O 0.108 -0.361 2.116
C 1.344 -0.326 2.861
C 2.064 -1.653 2.724
C 2.189 -2.176 1.282
C 2.703 -1.127 0.340
C 4.006 -1.141 -0.133
C 4.463 -0.094 -0.917
C 3.612 0.962 -1.191
C 2.322 0.909 -0.703
N 1.861 -0.122 0.020
H -0.498 0.300 2.475
H 1.107 -0.144 3.908
H 1.958 0.500 2.501
H 1.550 -2.412 3.316
H 3.057 -1.515 3.161
H 1.212 -2.510 0.933
H 2.858 -3.035 1.277
H 4.654 -1.967 0.126
H 5.475 -0.100 -1.301
H 3.929 1.810 -1.781
H 1.609 1.700 -0.893
N -3.301 -6.419 -1.389
C -2.743 -5.446 -1.134
C -2.041 -4.228 -0.814
C -0.993 -3.787 -1.616
C -0.333 -2.610 -1.300
C -0.663 -1.810 -0.194
C -1.706 -2.318 0.601
C -2.395 -3.484 0.308
H -0.701 -4.370 -2.481
H 0.494 -2.332 -1.948
H -2.000 -1.786 1.500
H -3.200 -3.831 0.945
C -2.658 1.131 2.082
Si -1.467 2.194 1.068
C -0.178 2.917 2.252
C -2.533 3.678 0.650
N -0.692 1.239 -0.150
C -0.729 1.520 -1.527
C -0.204 0.600 -2.452
C -0.190 0.833 -3.817
C -0.691 2.014 -4.343
C -1.195 2.953 -3.455
C -1.211 2.720 -2.088
H -2.957 1.660 2.992
H -2.321 0.132 2.369
H -3.557 0.971 1.480
H -0.652 3.670 2.889
H 0.609 3.415 1.677
H 0.320 2.214 2.925
H -2.990 4.002 1.591
H -3.339 3.439 -0.047
H -1.966 4.521 0.252
H 0.194 -0.333 -2.087
H 0.219 0.075 -4.475
H -0.685 2.198 -5.410
H -1.584 3.894 -3.827
H -1.596 3.497 -1.452

## Properties
HOMO-LUMO gap   7.20 eV
Calculated total energy   -40159.12842 eV
Highest occupied orbital energy   -0.2675 Eh
E_LUMO   -0.08 eV

Need the Mulliken charges? In units of e they are:
1. Be -1.511
2. O -0.371
3. C -0.652
4. C -1.093
5. C -0.553
6. C 0.627
7. C -0.837
8. C -0.464
9. C -1.061
10. C -0.134
11. N 0.802
12. H 0.129
13. H 0.596
14. H 0.427
15. H 0.416
16. H 0.355
17. H -0.166
18. H 0.606
19. H 0.491
20. H 0.419
21. H 0.477
22. H 0.513
23. N -0.552
24. C -0.133
25. C 0.624
26. C -1.189
27. C 1.066
28. C 0.120
29. C 0.193
30. C -1.111
31. H 0.442
32. H 0.360
33. H 0.114
34. H 0.445
35. C -0.905
36. Si -0.183
37. C -0.967
38. C -1.463
39. N 1.521
40. C 0.476
41. C 0.784
42. C -0.934
43. C -0.541
44. C -0.783
45. C -0.589
46. H 0.423
47. H 0.205
48. H 0.338
49. H 0.452
50. H 0.265
51. H 0.273
52. H 0.409
53. H 0.376
54. H 0.383
55. H -0.372
56. H 0.417
57. H 0.393
58. H 0.402
59. H 0.223